Record 1
DFT (wB97M-V/def2-TZVPD) results for a cluster of 2 separate species, C3H5IN in total in a non-equilibrium geometry.

gap between HOMO and LUMO = 6.9 eV
ΔE to the lowest compared entry with this formula, charge and spin = 0.0 kcal per mole
highest occupied orbital energy = -13.061 eV
LUMO energy = -6.19 eV
energy = -12772.9795 eV
net charge = +1

Positions of all 10 atoms, in Å:
1 C 1.43467 1.72074 0.30539
2 C 0.44298 1.27998 0.84529
3 C -0.69616 0.68261 1.42132
4 N -0.88259 -0.54329 1.03624
5 I -0.34275 -2.22655 -3.07282
6 H 2.36199 2.04830 -0.13879
7 H -1.30203 1.11795 2.14244
8 H -0.22353 -0.81424 0.26604
9 H 0.96923 -2.14743 -4.00535
10 H -1.76181 -1.11807 1.20023

=====

Record 2
DFT (wB97M-V/def2-TZVPD) results for a structure of composition C6H12NO in a non-equilibrium geometry.

gap between HOMO and LUMO = 5.5 eV
ΔE to the lowest compared entry with this formula, charge and spin = 227.4 kcal per mole
highest occupied orbital energy = -13.826 eV
LUMO energy = -8.32 eV
energy = -9937.2451 eV
net charge = +1

Positions of all 20 atoms, in Å:
1 O -0.03496 2.36466 -0.53025
2 C -0.90402 1.61159 -1.13810
3 C -0.56130 0.03826 -0.66804
4 C 1.14363 0.04217 -0.63636
5 C 0.39458 -0.29096 0.57160
6 C 0.51162 0.69741 1.74959
7 C 0.46944 -1.80838 0.89312
8 N -0.97750 -1.13594 -1.34260
9 H -1.94248 1.72463 -0.76411
10 H -0.85486 1.66606 -2.24185
11 H 1.36085 -0.69238 -1.39286
12 H 1.70291 0.96604 -0.57249
13 H -0.38288 0.56409 2.36193
14 H 1.41138 0.47384 2.31125
15 H 1.25092 -2.25081 0.26047
16 H -1.76947 -0.99740 -1.98641
17 H -0.39775 -2.27917 0.45435
18 H 0.50696 1.71756 1.36327
19 H -1.67745 -0.28759 -0.58925
20 H 0.75039 -2.12366 1.89673